# 1
Here is a structure of composition C53H57BrFKN8O4PS at a distorted geometry from the Open Molecules 2025 dataset. Energies are from ωB97M-V/def2-TZVPD.

Element x y z (Å)
K  0.391  0.550  0.485
C  0.055  -1.813  4.933
C  1.558  -1.992  5.196
C  2.529  -2.020  4.041
C  3.444  -3.062  3.925
C  4.399  -3.009  2.920
C  4.400  -1.928  2.057
C  3.423  -0.950  2.224
N  2.510  -0.992  3.191
N  -0.333  -0.468  4.561
C  -1.696  -0.420  4.033
C  -2.062  0.993  3.665
C  -3.107  1.672  4.273
C  -3.358  2.986  3.891
C  -2.550  3.566  2.927
C  -1.537  2.798  2.355
N  -1.319  1.535  2.710
C  -0.183  0.484  5.653
C  0.187  1.873  5.181
C  -0.588  2.984  5.482
C  -0.213  4.216  4.966
C  0.923  4.292  4.179
C  1.660  3.130  3.972
N  1.309  1.950  4.468
H  -0.479  -2.145  5.845
H  -0.269  -2.484  4.134
H  1.662  -2.930  5.747
H  1.903  -1.202  5.869
H  3.412  -3.892  4.621
H  5.133  -3.800  2.818
H  5.125  -1.829  1.261
H  3.378  -0.098  1.548
H  -2.417  -0.803  4.782
H  -1.786  -1.055  3.145
H  -3.697  1.186  5.039
H  -4.164  3.546  4.352
H  -2.693  4.587  2.598
H  -0.913  3.191  1.555
H  0.629  0.145  6.296
H  -1.090  0.524  6.283
H  -1.490  2.874  6.070
H  -0.813  5.098  5.157
H  1.241  5.221  3.727
H  2.563  3.148  3.371
C  -0.020  4.676  -6.137
C  -0.885  3.422  -6.200
C  -0.605  2.676  -7.497
C  -1.351  1.355  -7.551
C  -0.959  0.514  -6.369
C  -0.928  -0.863  -6.432
C  -0.583  -1.600  -5.306
F  -0.567  -2.953  -5.412
C  -0.271  -1.005  -4.118
C  -0.299  0.390  -4.038
C  0.017  1.005  -2.717
O  0.418  0.289  -1.818
C  -0.270  2.432  -2.647
C  -0.555  3.085  -3.798
N  -0.643  2.540  -5.044
C  -0.623  1.152  -5.161
C  -0.337  3.282  -1.368
O  -0.854  4.410  -1.501
O  0.059  2.752  -0.304
H  -0.154  5.247  -7.058
H  1.032  4.399  -6.049
H  -0.272  5.328  -5.304
H  -1.944  3.714  -6.192
H  0.472  2.495  -7.575
H  -0.888  3.323  -8.329
H  -1.141  0.820  -8.479
H  -2.430  1.546  -7.532
H  -1.175  -1.380  -7.351
H  0.004  -1.562  -3.231
H  -0.745  4.145  -3.715
Br  3.062  -2.022  -1.728
C  4.673  -1.243  -1.052
C  5.827  -1.952  -1.232
C  7.051  -1.397  -0.799
C  7.072  -0.153  -0.240
C  5.878  0.591  -0.062
C  5.913  1.898  0.480
C  4.744  2.592  0.629
C  3.508  1.990  0.293
C  3.358  0.715  -0.228
C  4.611  0.043  -0.435
H  5.802  -2.919  -1.717
H  7.968  -1.960  -0.933
H  8.012  0.292  0.075
H  6.871  2.329  0.753
H  4.765  3.605  1.026
H  2.618  2.601  0.466
C  -2.128  -5.616  -1.238
N  -2.798  -4.676  -0.339
C  -2.464  -5.044  1.033
N  -1.035  -5.117  1.307
C  -0.427  -6.040  0.353
N  -0.683  -5.713  -1.047
C  -0.019  -4.457  -1.426
P  -0.561  -2.964  -0.453
C  -2.385  -3.293  -0.623
C  -0.410  -3.792  1.206
H  -2.329  -5.323  -2.271
H  -2.558  -6.608  -1.066
H  -2.897  -6.030  1.232
H  -2.920  -4.321  1.714
H  -0.831  -7.039  0.545
H  0.652  -6.060  0.521
H  -0.197  -4.273  -2.490
H  1.062  -4.572  -1.307
H  -2.698  -3.030  -1.638
H  -2.915  -2.613  0.047
H  -0.848  -3.133  1.961
H  0.639  -3.884  1.452
O  -2.295  -0.075  -0.452
S  -3.372  0.697  0.245
C  -4.934  0.056  -0.476
C  -5.520  1.122  -1.404
C  -4.343  1.970  -1.882
C  -3.558  2.276  -0.618
H  -5.606  -0.276  0.314
H  -4.583  -0.815  -1.031
H  -6.216  1.757  -0.850
H  -6.077  0.665  -2.224
H  -4.661  2.883  -2.387
H  -3.711  1.406  -2.573
H  -4.117  2.931  0.058
H  -2.564  2.698  -0.756

As for the HOMO energy: -3.3 eV. The total energy is -6806.25718 a.u. The calculation puts the energy relative to the best compared isomer or geometry (same formula, charge and spin) at 164.20 kJ/mol. Its spin multiplicity is 1. The lowest unoccupied orbital energy is 1.9 eV. The total charge is -1.

Results of the Löwdin charge analysis, in e, for atoms 1 through 5: 0.64, -0.19, -0.12, -0.30, -0.05



# 2
Here is a structure of composition C53H57IN7O2PTi at a distorted geometry from the Open Molecules 2025 dataset. Energies are from ωB97M-V/def2-TZVPD.

Element x y z (Å)
Ti  0.031  -0.093  -1.041
N  -3.284  -2.487  1.419
C  -2.098  -2.013  1.043
N  -1.816  -1.577  -0.146
C  -2.805  -1.629  -1.116
N  -2.548  -1.300  -2.332
N  -1.301  -0.807  -2.587
C  -1.049  -0.710  -3.840
C  0.084  0.047  -4.305
C  0.378  0.131  -5.661
C  1.423  0.938  -6.071
C  2.114  1.653  -5.107
C  1.747  1.514  -3.777
N  0.767  0.720  -3.365
C  -4.134  -2.107  -0.774
C  -5.182  -2.153  -1.699
C  -6.420  -2.616  -1.311
C  -6.634  -3.037  0.003
C  -5.611  -2.995  0.929
C  -4.360  -2.535  0.537
H  -3.417  -2.814  2.363
H  -1.311  -2.026  1.787
H  -1.767  -1.099  -4.553
H  -0.209  -0.435  -6.372
H  1.688  1.017  -7.117
H  2.933  2.309  -5.366
H  2.280  2.071  -3.018
H  -4.989  -1.811  -2.706
H  -7.231  -2.657  -2.026
H  -7.605  -3.407  0.300
H  -5.775  -3.316  1.951
C  0.717  4.752  -1.082
C  1.679  3.569  -1.180
C  2.889  3.990  -2.035
C  2.216  3.076  0.152
C  2.697  4.031  1.034
C  3.456  3.665  2.127
C  3.786  2.338  2.294
C  3.347  1.327  1.430
C  4.127  0.021  1.690
C  3.530  -1.374  1.503
C  5.466  0.091  0.927
C  2.467  1.707  0.388
N  1.930  0.740  -0.544
C  2.821  0.206  -1.351
C  2.550  -0.906  -2.121
C  3.421  -1.587  -2.984
C  2.750  -2.711  -3.386
C  1.486  -2.718  -2.744
N  1.334  -1.592  -2.004
C  0.616  -3.957  -2.847
C  1.456  -5.142  -2.328
C  0.273  -4.202  -4.327
C  -0.676  -3.934  -2.037
H  0.267  4.939  -2.058
H  1.243  5.660  -0.784
H  -0.081  4.570  -0.368
H  1.168  2.749  -1.679
H  2.563  4.292  -3.032
H  3.394  4.838  -1.573
H  3.623  3.185  -2.130
H  2.503  5.076  0.840
H  3.848  4.414  2.802
H  4.447  2.068  3.109
H  4.381  0.070  2.751
H  3.174  -1.560  0.493
H  2.748  -1.576  2.238
H  4.319  -2.101  1.699
H  5.349  -0.229  -0.109
H  6.197  -0.571  1.393
H  5.875  1.101  0.934
H  3.827  0.618  -1.386
H  4.424  -1.289  -3.249
H  3.129  -3.479  -4.040
H  2.424  -5.206  -2.821
H  0.918  -6.073  -2.514
H  1.625  -5.056  -1.252
H  1.165  -4.427  -4.911
H  -0.214  -3.329  -4.767
H  -0.408  -5.051  -4.406
H  -0.537  -3.417  -1.090
H  -0.984  -4.958  -1.821
H  -1.484  -3.474  -2.596
O  0.735  -1.799  0.584
H  1.309  -2.503  0.264
H  1.242  -1.300  1.234
I  -1.689  2.041  -1.596
O  -0.414  0.546  0.853
P  -1.134  0.917  2.151
C  -0.627  -0.276  3.420
C  0.748  -0.450  3.592
C  1.227  -1.336  4.544
C  0.336  -2.066  5.319
C  -1.031  -1.897  5.153
C  -1.515  -0.999  4.212
C  -2.941  0.931  2.075
C  -3.589  1.284  3.264
C  -4.967  1.401  3.303
C  -5.714  1.167  2.154
C  -5.076  0.827  0.971
C  -3.694  0.719  0.927
C  -0.766  2.567  2.780
C  0.121  2.793  3.828
C  0.292  4.078  4.319
C  -0.419  5.135  3.773
C  -1.318  4.909  2.739
C  -1.497  3.630  2.244
H  1.436  0.136  2.989
H  2.293  -1.452  4.693
H  0.709  -2.758  6.061
H  -1.722  -2.463  5.763
H  -2.584  -0.859  4.104
H  -3.006  1.485  4.156
H  -5.457  1.687  4.224
H  -6.791  1.266  2.177
H  -5.651  0.658  0.069
H  -3.210  0.509  -0.012
H  0.656  1.973  4.287
H  0.971  4.244  5.144
H  -0.289  6.134  4.167
H  -1.899  5.726  2.330
H  -2.211  3.450  1.449

As for the HOMO energy: -12.6 eV. The total energy is -4075.83983 a.u. The calculation puts the energy relative to the best compared isomer or geometry (same formula, charge and spin) at 27.25 kJ/mol. Its spin multiplicity is 1. The lowest unoccupied orbital energy is -6.4 eV. The total charge is +2.

Results of the Löwdin charge analysis, in e, for atoms 1 through 5: 0.95, 0.17, -0.14, 0.08, -0.32



# 3
Here is a structure of composition C53H61GaN4P2Si from the Open Molecules 2025 dataset. Energies are from ωB97M-V/def2-TZVPD.

Element x y z (Å)
Ga  -0.322  -0.283  -0.317
C  0.385  -0.282  1.519
Si  -0.060  -1.901  2.332
C  -1.614  -2.333  1.318
N  -1.412  -2.173  -0.154
C  -0.608  -3.306  -0.704
C  -1.303  -4.657  -0.595
C  -2.648  -4.619  -1.315
C  -3.488  -3.453  -0.803
C  -2.707  -2.149  -0.889
C  -0.557  -1.813  4.119
C  0.354  -2.144  5.124
C  0.001  -2.060  6.463
C  -1.274  -1.648  6.819
C  -2.196  -1.317  5.836
C  -1.837  -1.398  4.500
C  1.335  -3.132  2.123
C  1.087  -4.501  2.270
C  2.102  -5.435  2.151
C  3.401  -5.017  1.894
C  3.678  -3.665  1.770
C  2.652  -2.735  1.884
H  1.444  -0.029  1.544
H  -0.145  0.527  2.032
H  -2.349  -1.575  1.614
H  -2.060  -3.295  1.561
H  0.361  -3.317  -0.201
H  -0.448  -3.093  -1.764
H  -1.436  -4.941  0.450
H  -0.647  -5.412  -1.030
H  -3.179  -5.562  -1.194
H  -2.475  -4.490  -2.389
H  -3.803  -3.634  0.227
H  -4.402  -3.344  -1.389
H  -3.286  -1.318  -0.503
H  -2.473  -1.936  -1.938
H  1.350  -2.483  4.865
H  0.718  -2.322  7.229
H  -1.552  -1.592  7.862
H  -3.194  -1.003  6.114
H  -2.573  -1.130  3.749
H  0.083  -4.848  2.490
H  1.887  -6.488  2.271
H  4.198  -5.744  1.811
H  4.695  -3.335  1.599
H  2.897  -1.681  1.807
C  2.502  -1.769  -1.550
C  1.419  -1.353  -2.471
N  0.243  -0.831  -2.143
C  -0.496  -0.712  -3.308
C  0.256  -1.143  -4.346
N  1.454  -1.538  -3.798
H  2.301  -1.428  -0.537
H  3.462  -1.363  -1.865
H  2.579  -2.857  -1.524
H  -1.508  -0.351  -3.310
H  0.053  -1.208  -5.398
H  2.233  -1.932  -4.303
C  -1.015  3.054  0.067
P  -1.985  1.547  -0.270
C  -3.143  1.904  -1.611
C  -4.467  2.279  -1.393
C  -5.283  2.589  -2.469
C  -4.790  2.534  -3.765
C  -3.460  2.203  -3.985
C  -2.639  1.897  -2.913
C  -2.946  1.269  1.256
C  -2.491  1.751  2.483
C  -3.213  1.523  3.646
C  -4.403  0.815  3.600
C  -4.866  0.324  2.387
C  -4.144  0.548  1.226
P  -0.866  4.284  -1.335
C  0.085  5.556  -0.420
C  -0.298  6.894  -0.464
C  0.475  7.871  0.148
C  1.640  7.526  0.814
C  2.034  6.196  0.858
C  1.266  5.223  0.239
C  -2.539  5.019  -1.315
C  -3.100  5.354  -2.543
C  -4.353  5.949  -2.610
C  -5.059  6.208  -1.447
C  -4.506  5.884  -0.213
C  -3.252  5.301  -0.148
H  -0.009  2.744  0.346
H  -1.457  3.557  0.927
H  -4.866  2.361  -0.392
H  -6.307  2.885  -2.291
H  -5.434  2.772  -4.600
H  -3.057  2.199  -4.989
H  -1.590  1.698  -3.092
H  -1.562  2.301  2.558
H  -2.840  1.901  4.587
H  -4.974  0.654  4.504
H  -5.800  -0.217  2.339
H  -4.553  0.198  0.290
H  -1.210  7.182  -0.972
H  0.160  8.904  0.105
H  2.237  8.288  1.295
H  2.945  5.924  1.376
H  1.599  4.191  0.269
H  -2.550  5.152  -3.454
H  -4.774  6.212  -3.571
H  -6.034  6.673  -1.497
H  -5.047  6.104  0.697
H  -2.826  5.094  0.826
C  4.363  3.344  -1.292
C  4.050  2.183  -0.339
C  5.003  1.007  -0.581
C  4.121  2.635  1.127
C  2.671  1.723  -0.604
N  1.600  1.345  -0.788
H  5.386  3.674  -1.107
H  3.696  4.189  -1.127
H  4.285  3.036  -2.334
H  6.007  1.309  -0.285
H  5.031  0.732  -1.636
H  4.723  0.133  0.010
H  5.132  2.985  1.333
H  3.898  1.814  1.809
H  3.430  3.451  1.326

As for the HOMO energy: -12.6 eV. The total energy is -5171.89032 a.u. Its spin multiplicity is 1. The lowest unoccupied orbital energy is -4.2 eV. The total charge is +2.

Results of the natural (NBO) charge analysis, in e, for atoms 1 through 5: 1.56, -1.52, 1.72, -0.71, -0.56



# 4
Here is a structure of composition C53H63N5O2SiV at a distorted geometry from the Open Molecules 2025 dataset. Energies are from ωB97M-V/def2-TZVPD.

Element x y z (Å)
V  1.227  -0.713  0.956
C  -5.406  -0.677  2.105
C  -4.020  -0.491  2.725
C  -2.863  -1.002  1.917
C  -2.732  -2.173  1.232
C  -3.729  -3.265  0.993
C  -3.786  -4.247  2.171
C  -1.348  -2.253  0.817
N  -0.679  -1.125  1.177
C  -1.581  -0.325  1.808
C  -1.341  0.991  2.171
C  -0.202  1.725  1.870
C  -0.063  3.160  2.028
C  -1.105  4.105  2.543
C  -1.378  3.949  4.044
C  1.177  3.479  1.567
C  1.807  2.237  1.173
C  3.123  2.126  0.757
C  3.773  0.940  0.436
N  3.170  -0.281  0.390
C  4.154  -1.194  0.153
C  3.965  -2.562  0.006
C  2.745  -3.218  0.033
N  1.537  -2.614  0.221
C  0.594  -3.585  0.091
C  -0.769  -3.392  0.282
C  1.219  -4.858  -0.186
C  2.564  -4.633  -0.197
C  3.673  -5.626  -0.352
C  4.337  -5.943  0.995
C  0.491  -6.160  -0.306
C  0.180  -6.759  1.072
C  5.430  -0.528  0.040
C  5.189  0.807  0.202
C  6.176  1.930  0.129
C  6.192  2.581  -1.260
C  6.744  -1.212  -0.163
C  7.303  -1.781  1.148
N  0.941  1.199  1.354
C  1.810  4.829  1.441
C  1.737  5.361  0.004
H  -6.134  -0.067  2.640
H  -5.738  -1.714  2.157
H  -5.396  -0.359  1.064
H  -3.997  -0.985  3.704
H  -3.874  0.572  2.912
H  -3.459  -3.806  0.084
H  -4.715  -2.840  0.820
H  -2.802  -4.686  2.342
H  -4.498  -5.052  1.977
H  -4.083  -3.730  3.086
H  -2.155  1.530  2.629
H  -2.028  3.967  1.977
H  -0.771  5.126  2.352
H  -1.705  2.939  4.285
H  -2.150  4.648  4.372
H  -0.469  4.147  4.615
H  3.709  3.035  0.736
H  4.846  -3.162  -0.182
H  -1.415  -4.233  0.069
H  4.421  -5.241  -1.050
H  3.280  -6.548  -0.785
H  4.693  -5.029  1.471
H  5.181  -6.625  0.871
H  3.614  -6.405  1.669
H  1.094  -6.865  -0.882
H  -0.441  -6.008  -0.856
H  1.100  -6.911  1.637
H  -0.329  -7.721  0.978
H  -0.453  -6.081  1.646
H  7.173  1.551  0.362
H  5.937  2.686  0.879
H  6.500  1.855  -2.014
H  6.886  3.424  -1.287
H  5.196  2.938  -1.527
H  7.462  -0.503  -0.580
H  6.636  -2.022  -0.888
H  7.436  -0.985  1.881
H  8.269  -2.262  0.979
H  6.618  -2.516  1.572
H  2.855  4.776  1.758
H  1.313  5.532  2.112
H  2.260  4.689  -0.679
H  2.190  6.352  -0.067
H  0.700  5.420  -0.325
C  -3.561  0.431  -4.517
C  -2.585  0.027  -3.408
C  -1.210  -0.201  -4.049
C  -3.051  -1.284  -2.763
Si  -2.251  1.299  -1.992
O  -1.113  0.792  -1.059
C  -3.899  1.853  -1.160
C  -3.736  2.730  -0.084
C  -4.808  3.342  0.546
C  -6.101  3.111  0.092
C  -6.295  2.258  -0.984
C  -5.210  1.629  -1.585
C  -1.835  2.960  -2.872
C  -2.809  3.826  -3.377
C  -2.476  5.050  -3.940
C  -1.146  5.444  -4.008
C  -0.159  4.601  -3.517
C  -0.506  3.378  -2.956
H  -3.530  -0.307  -5.329
H  -3.305  1.407  -4.939
H  -4.593  0.477  -4.164
H  -1.252  -1.007  -4.794
H  -0.478  -0.470  -3.284
H  -0.857  0.707  -4.546
H  -3.141  -2.083  -3.511
H  -4.024  -1.162  -2.275
H  -2.333  -1.600  -2.002
H  -2.720  2.941  0.231
H  -4.644  4.017  1.381
H  -6.945  3.591  0.572
H  -7.298  2.093  -1.364
H  -5.400  0.962  -2.417
H  -3.854  3.538  -3.319
H  -3.255  5.706  -4.314
H  -0.884  6.402  -4.444
H  0.880  4.907  -3.566
H  0.265  2.724  -2.556
O  3.000  -2.594  4.126
C  2.372  -1.910  3.389
N  1.735  -1.214  2.660

As for the HOMO energy (spin up / spin down): -4.4 / -4.3 eV. The total energy is -3715.45952 a.u. The calculation puts the energy relative to the best compared isomer or geometry (same formula, charge and spin) at 50.95 kJ/mol. Its spin multiplicity is 3. The lowest unoccupied orbital energy (spin up / spin down) is 1.2 / 1.3 eV. The total charge is -1. The expectation value of S² is 2.017.

Results of the Löwdin charge analysis, in e, for atoms 1 through 5: 1.02, -0.09, -0.17, -0.09, -0.12



Question: The lowest total energy belongs to which entry?
Answer: C53H57BrFKN8O4PS



Question: Look up the total charge of the second one.
Answer: +2



Question: What is the total charge in the third record?
Answer: +2